1.
Here is 7 unconnected molecules or ions with the total composition H14O7 at a distorted geometry from the OMol25 dataset. Energies are from ωB97M-V/def2-TZVPD.

DFT total energy ... -534.97776 Eh
HOMO energy ... -10.2 eV
Energy above the lowest of the compared OMol25 structures with the same formula, charge and spin ... 3.975 eV
Lowest unoccupied orbital energy ... 0.1 eV
SMILES string ... O.O.O.O.O.O.O
Kohn-Sham gap ... 10.344 eV

XYZ file:
```
21
Properties=species:S:1:pos:R:3:forces:R:3
O -2.5203 -0.9876 -0.6291 0.73 0.63 0.03
O 5.7722 0.9943 0.1795 1.34 -1.02 -2.36
O 1.3396 -2.3110 -0.9349 -2.03 -1.93 -0.95
O 1.8942 -0.5960 0.2845 4.73 1.69 -0.26
O -4.4696 -0.5361 0.7570 -3.53 -3.10 -0.13
O -0.2947 0.7716 1.5262 -1.13 -0.13 1.50
O -1.6244 3.4302 -1.1664 1.12 -1.55 2.11
H 1.2481 -0.9005 0.8635 -1.60 -1.02 1.60
H -2.2919 -1.3371 0.2243 0.08 0.55 1.35
H -0.6269 0.9752 2.4524 1.12 -0.08 -1.87
H -4.6972 -1.2066 0.0113 0.67 1.99 2.09
H 2.6757 -1.2511 0.2961 -2.39 1.62 0.17
H 0.5217 1.2392 1.3214 -0.03 0.10 0.39
H 1.7312 -3.0645 -1.3351 1.52 -1.16 -0.88
H -2.0191 4.1207 -1.6241 -1.16 1.96 -1.49
H -3.7954 -0.0419 0.3822 1.77 1.52 -1.21
H 5.7767 0.5261 -0.7102 0.40 0.95 1.56
H -2.3449 -1.7775 -1.0799 0.27 -1.54 -2.16
H 4.8673 0.9025 0.3870 -1.80 0.07 0.80
H 0.4469 -2.7061 -0.9593 -0.12 0.88 0.32
H -1.5892 3.7562 -0.2464 0.03 -0.42 -0.63
```
Forces are in eV/Å.

---

2.
Here is a gas-phase ion, C4H3O5P (charge -2) at a distorted geometry from the OMol25 dataset. Energies are from ωB97M-V/def2-TZVPD.

DFT total energy ... -871.63387 Eh
Multiplicity ... 3
HOMO energy (spin up / spin down) ... 2.5 / 0.9 eV
Energy above the lowest of the compared OMol25 structures with the same formula, charge and spin ... 2.329 eV
Lowest unoccupied orbital energy (spin up / spin down) ... 6.3 / 6.4 eV
Kohn-Sham gap (spin up / spin down) ... 3.777 / 5.505 eV
Charge ... -2

XYZ file:
```
13
Properties=species:S:1:pos:R:3:forces:R:3
P -3.1517 -0.1268 0.0367 -1.11 0.29 -0.06
O -3.5937 -1.7477 -0.4726 0.43 1.86 0.88
O -0.7940 0.9822 -0.2631 0.32 3.88 -0.55
O 0.8602 -2.3697 0.3268 0.76 0.31 -0.59
O -3.5909 -0.0031 1.4684 -0.39 -0.15 -0.08
O -3.7117 0.8460 -1.0040 0.44 -0.95 0.69
C 1.3449 -0.0969 -0.4615 2.12 3.79 -1.47
C 0.5586 1.1453 -0.4914 -1.26 -3.04 -0.02
C 0.8625 -1.2335 -0.0618 -3.17 -2.42 1.56
C -1.3645 -0.1677 -0.0098 1.04 -3.65 -0.05
H 2.3727 -0.0706 -0.9240 -0.94 -0.06 0.73
H 0.7092 2.1841 -0.4562 1.34 0.89 -0.10
H -2.9604 -1.7216 -1.1840 0.43 -0.75 -0.92
```
Forces are in eV/Å.

---

3.
Here is a molecular structure, C3H4OTb at a distorted geometry from the OMol25 dataset. Energies are from ωB97M-V/def2-TZVPD.

DFT total energy ... -1015.90512 Eh
Multiplicity ... 7
HOMO energy (spin up / spin down) ... -13.3 / -12.2 eV
Lowest unoccupied orbital energy (spin up / spin down) ... -5.9 / -5.2 eV
Kohn-Sham gap (spin up / spin down) ... 7.431 / 7.027 eV
Charge ... +1

XYZ file:
```
9
Properties=species:S:1:pos:R:3:forces:R:3
Tb -1.3127 2.3804 -1.3954 0.01 -0.90 0.02
O -1.6626 0.3958 -1.4017 0.93 -0.16 0.79
C 0.7112 -1.2828 0.0438 0.18 1.75 1.68
C -0.4461 -0.5930 0.0675 -0.89 1.82 0.35
C 0.8021 0.2556 0.3371 -0.28 -0.94 -0.92
H 0.9227 0.6555 1.3549 0.32 -0.44 -0.42
H 1.0560 -2.0737 0.7161 -0.09 -0.21 -0.98
H 1.2364 0.8814 -0.4632 -0.27 -0.42 0.33
H -1.3070 -0.6192 0.7409 0.07 -0.51 -0.86
```
Forces are in eV/Å.

---

4.
Here is a single C15H16N4O2S2 molecule at a distorted geometry from the OMol25 dataset. Energies are from ωB97M-V/def2-TZVPD.

DFT total energy ... -1747.04699 Eh
HOMO energy ... -8.1 eV
Energy above the lowest of the compared OMol25 structures with the same formula, charge and spin ... 1.443 eV
Lowest unoccupied orbital energy ... 0.3 eV
SMILES string ... COCCNc1nnc(SCC(=O)c2c[nH]c3ccccc23)s1
Kohn-Sham gap ... 8.367 eV

XYZ file:
```
39
Properties=species:S:1:pos:R:3:forces:R:3
S 1.0788 -3.2019 -1.3167 0.15 -0.43 -0.22
S 0.4696 -1.6171 1.2301 0.56 0.54 -0.68
O 0.1577 3.6576 3.7258 -0.10 0.16 0.06
O 0.7624 -0.1347 -3.6286 -0.09 0.06 0.05
N 0.9696 0.8652 2.2337 -0.21 0.17 0.56
N -2.5781 -1.3243 -0.7398 -0.33 -0.24 0.16
N 1.9650 -0.7572 -0.6758 0.26 -1.10 -1.01
N 1.8918 0.2551 0.1746 0.14 1.63 0.83
C -2.8483 0.9387 0.3059 -0.09 -0.01 0.11
C 1.0292 -2.3867 -2.9475 0.29 -0.07 0.17
C 1.1658 0.0142 1.2148 -0.42 -1.15 -0.01
C -0.8267 -0.8911 -2.0642 -0.63 0.16 0.19
C 0.3279 -1.0273 -2.9403 0.18 -0.43 -0.24
C -0.9656 2.8415 3.9491 0.03 0.06 -0.02
C 1.3033 -1.7940 -0.3282 -0.28 -0.23 0.76
C -1.2271 2.5352 -0.5256 0.12 0.11 -0.11
C -0.6526 1.6052 -1.3645 -0.07 0.10 0.05
C 1.3780 2.2507 2.1031 0.08 0.27 0.20
C -1.1881 0.3204 -1.3801 -0.31 -0.28 0.16
C -1.7056 -1.8569 -1.6310 0.36 0.13 -0.48
C -2.2789 -0.0015 -0.5425 0.37 0.58 -0.16
C 1.3559 2.9718 3.4563 0.16 -0.05 -0.26
C -2.3089 2.2086 0.2972 -0.13 -0.04 0.11
H 0.2073 0.6602 2.8596 0.04 0.04 -0.12
H -0.8412 3.5439 -0.5023 0.05 0.08 0.00
H -3.3247 -1.8260 -0.2881 0.10 0.05 -0.08
H 0.7290 2.7854 1.3985 0.13 -0.01 0.03
H -3.6796 0.6831 0.9468 -0.10 0.01 0.07
H 0.1884 1.8472 -1.9938 0.08 0.04 -0.05
H -1.7548 3.5032 4.3022 -0.06 -0.11 0.00
H 0.4987 -3.0812 -3.6010 0.00 -0.01 -0.06
H -0.7617 2.0857 4.7188 -0.01 -0.02 0.02
H 1.5776 2.2505 4.2578 0.02 0.07 -0.03
H 2.0482 -2.2513 -3.3099 -0.18 0.07 -0.06
H 2.1202 3.7510 3.4633 0.01 -0.14 0.00
H -2.7311 2.9698 0.9373 -0.05 0.05 0.05
H -1.3045 2.3471 3.0308 -0.01 -0.01 0.00
H 2.3877 2.2408 1.6896 -0.06 0.09 0.04
H -1.7787 -2.8871 -1.9230 -0.01 -0.14 0.03
```
Forces are in eV/Å.

---

5.
Here is a molecular structure, C12H16AuBBrF4IO4PS2 at a distorted geometry from the OMol25 dataset. Energies are from ωB97M-V/def2-TZVPD.

DFT total energy ... -5337.66162 Eh
Multiplicity ... 2
HOMO energy (spin up / spin down) ... -2.4 / -3.0 eV
Energy above the lowest of the compared OMol25 structures with the same formula, charge and spin ... 0.916 eV
Lowest unoccupied orbital energy (spin up / spin down) ... 3.9 / 3.6 eV
Kohn-Sham gap (spin up / spin down) ... 6.272 / 6.584 eV
Charge ... -2

XYZ file:
```
43
Properties=species:S:1:pos:R:3:forces:R:3
Au -0.3547 0.1000 -0.9343 -0.16 0.09 -0.15
I -0.2764 2.6788 3.6008 -0.26 0.09 0.30
Br 6.5552 -2.0968 1.4296 0.00 0.00 0.00
S -2.5643 0.5306 -0.2542 -0.02 0.01 0.05
S 0.3807 1.9632 0.4368 -0.76 -0.02 0.32
P -2.9968 2.1117 -1.5768 -0.08 -0.04 -0.03
F 0.1005 -1.6841 1.2579 -0.02 -0.11 0.05
F -0.5855 -3.6849 2.1846 0.01 -0.01 -0.01
F 0.1631 -1.9754 3.5345 0.00 0.00 0.00
F 1.6467 -3.1150 2.1938 0.02 0.00 0.00
O 0.8530 -0.9147 -2.3552 0.03 0.03 0.06
O -3.2349 3.4399 -0.6231 0.09 0.01 -0.03
O 2.1015 -2.1283 -3.7228 -0.01 -0.02 0.00
O -4.5838 1.7904 -1.9213 -0.01 -0.01 -0.02
C -2.9844 3.6294 0.7637 -0.05 0.00 0.02
C 2.8474 -1.3142 -0.2677 -0.02 0.00 0.00
C 3.0078 -1.6958 -1.5915 0.01 0.00 0.01
C 1.9042 -1.5863 -2.6359 0.04 0.06 -0.07
C 4.2341 -2.2178 -1.9984 0.00 0.03 -0.02
C 0.0681 1.2025 2.1384 1.49 0.85 -2.37
C 3.8910 -1.4397 0.6425 0.02 0.02 0.01
C -6.4236 0.4247 -1.2303 0.00 0.00 0.01
C -2.1845 4.9013 0.9457 -0.03 0.01 -0.02
C 5.0990 -1.9377 0.2011 0.00 0.01 -0.01
C 5.2913 -2.3353 -1.1129 0.00 -0.01 0.01
C -5.5426 1.6076 -0.8870 -0.01 0.00 0.00
B 0.3323 -2.6320 2.2973 -0.05 0.08 0.08
H -5.0452 1.4347 0.0713 0.01 0.00 0.00
H -2.7221 5.7547 0.5253 0.01 0.00 -0.01
H 3.7450 -1.1697 1.6785 -0.02 -0.03 0.01
H -2.4507 2.7696 1.1695 0.03 0.01 -0.01
H -2.0015 5.0835 2.0056 0.01 0.00 0.01
H 1.8967 -0.9446 0.0862 -0.01 -0.03 0.01
H 6.2457 -2.7341 -1.4300 0.00 0.00 0.00
H 4.3334 -2.5276 -3.0300 0.00 0.00 0.00
H -7.1642 0.2568 -0.4443 -0.01 0.01 0.00
H -0.6429 0.3923 2.0889 -0.04 -0.03 0.38
H -5.8102 -0.4707 -1.3294 0.00 0.00 0.01
H -6.1328 2.5259 -0.7967 0.00 0.00 0.01
H -1.2231 4.8016 0.4418 0.01 0.00 0.03
H -6.9462 0.5945 -2.1733 0.01 0.00 -0.01
H -3.9512 3.7052 1.2767 0.00 -0.02 0.01
H 1.1169 0.9508 2.1860 -0.26 -0.94 1.36
```
Forces are in eV/Å.

---

6.
Here is a molecular structure, C45H40Cl2N6O5PSTl at a distorted geometry from the OMol25 dataset. Energies are from ωB97M-V/def2-TZVPD.

DFT total energy ... -4275.88016 Eh
HOMO energy ... -1.7 eV
Energy above the lowest of the compared OMol25 structures with the same formula, charge and spin ... 0.765 eV
Lowest unoccupied orbital energy ... 4.0 eV
Kohn-Sham gap ... 5.710 eV
Charge ... -2

XYZ file:
```
101
Properties=species:S:1:pos:R:3:forces:R:3
Tl -1.2453 -0.2812 -0.0571 -0.12 -0.28 -0.15
Cl -0.5755 -2.5648 -5.8403 -0.03 -0.06 -0.10
Cl 0.3123 -1.6160 2.6071 -0.01 -0.06 0.21
S 0.0891 4.7907 1.0231 -0.48 0.09 0.31
P 1.7784 -1.5055 -0.2632 0.39 -0.22 0.37
O -0.6345 5.0262 2.2638 0.04 -0.18 0.03
O -3.6766 1.6578 1.2766 0.13 0.03 -0.04
O 0.5282 -1.2558 -2.4322 -0.11 0.12 0.26
O 0.4292 5.9730 0.2615 0.19 -0.05 -0.01
O 1.7473 -1.3421 -4.3110 0.27 -0.05 -0.23
N -0.7981 2.3765 -1.6833 0.17 0.26 0.24
N -0.6130 3.6035 0.2529 0.21 -0.03 0.47
N -4.4860 -1.6943 0.8989 0.08 -0.02 -1.36
N -1.0526 4.7444 -1.7392 -0.19 0.13 -0.15
N -4.7592 -1.6864 -0.3327 -0.13 0.26 1.62
N 5.3081 2.2036 2.3377 0.25 -0.05 0.04
C 2.2569 -3.1770 -0.8538 -0.06 0.07 -0.03
C 2.7082 -1.6828 3.8070 0.07 0.01 0.04
C -0.9517 3.5075 -3.7743 0.03 0.03 -0.03
C 1.6517 4.0736 1.5112 -0.11 -0.07 -0.19
C 2.8377 4.6678 1.1191 -0.04 0.01 0.01
C 4.0904 2.8457 2.0763 -0.13 0.00 -0.06
C 2.6343 -3.4387 -2.1680 0.00 0.04 -0.01
C 2.7382 -1.6412 1.3707 -0.10 0.13 -0.30
C 2.0593 -1.6454 2.5778 -0.14 0.04 0.14
C 4.3562 1.7158 -2.3231 0.01 0.01 -0.03
C -4.9885 -0.6830 3.0162 0.02 -0.21 -0.02
C -0.8324 2.3630 -2.9988 -0.10 -0.15 -0.10
C -1.1028 4.6816 -3.0549 -0.02 -0.01 -0.13
C 1.6848 2.8738 2.2124 0.04 0.08 0.00
C 4.1295 -1.7104 1.4479 0.13 0.02 -0.05
C 2.0883 -4.2503 0.0223 0.02 0.03 0.01
C -5.8548 -0.0832 3.9142 -0.04 0.04 0.07
C -3.8356 -2.4067 -1.1411 0.08 -0.04 0.02
C 2.8906 -0.3137 -1.0946 -0.10 -0.02 -0.01
C -7.1664 0.1888 3.5474 -0.03 0.02 -0.03
C 2.8926 2.2729 2.5055 -0.01 0.02 -0.10
C -3.6742 -3.9193 -3.0019 -0.02 0.04 -0.01
C -4.4358 -3.0779 -2.2097 -0.08 -0.10 0.03
C 0.6921 -1.3485 -3.6746 -0.23 0.02 -0.16
C -4.0726 3.0448 1.4281 0.01 -0.06 -0.06
C -1.7421 -3.3063 -1.6981 0.06 -0.05 -0.06
C 4.0904 -1.7249 3.8480 -0.06 -0.01 -0.05
C 2.7311 -5.8001 -1.6945 0.00 -0.03 -0.01
C -2.3642 1.6417 3.2727 -0.08 0.25 -0.09
C -2.3191 -4.0565 -2.7185 -0.02 -0.04 0.08
C 3.1447 2.0055 -1.7139 0.06 0.04 0.05
C 2.3253 -5.5496 -0.3910 0.01 -0.07 0.00
C -6.7307 -0.7199 1.3606 0.18 -0.03 -0.10
C 4.0967 -0.5985 -1.7252 0.02 -0.07 0.06
C 4.8054 -1.7487 2.6558 -0.02 0.03 0.01
C -2.4586 -2.4133 -0.8907 0.11 0.13 0.17
C -7.5981 -0.1328 2.2656 -0.08 0.09 0.07
C -0.6464 -1.4476 -4.4378 -0.09 0.07 0.05
C 4.8287 0.4114 -2.3283 0.06 0.03 -0.03
C -5.4173 -1.0013 1.7322 -0.31 -0.10 -0.20
C -0.8144 3.5933 -1.0726 0.10 0.02 -0.34
C -2.8766 0.9699 2.0319 0.05 -0.03 -0.10
C 2.8764 -4.7421 -2.5784 0.01 -0.05 0.00
C 2.4206 0.9974 -1.1004 -0.06 -0.01 0.02
C 4.0525 4.0607 1.4040 0.00 -0.02 0.00
H -0.7631 1.3798 -3.4542 -0.01 -0.05 -0.04
H -1.7229 0.9503 3.8186 -0.01 0.03 -0.05
H 4.9782 4.5136 1.0697 0.05 0.03 -0.02
H 2.9171 1.3250 3.0250 -0.01 -0.15 0.07
H 2.1239 -1.6725 4.7151 -0.04 0.00 0.06
H -7.8493 0.6414 4.2571 0.01 0.01 -0.02
H -3.9614 -0.9022 3.2734 -0.03 -0.08 0.03
H -8.6195 0.0790 1.9700 0.01 -0.01 0.01
H 4.6990 -1.7311 0.5278 0.00 0.04 -0.02
H 5.7621 0.1737 -2.8243 0.01 -0.01 -0.02
H -5.5011 -2.9618 -2.3787 -0.02 0.03 -0.02
H 2.7918 5.5987 0.5706 0.01 0.01 -0.03
H -3.5878 3.5410 2.2564 0.12 0.03 0.18
H 4.4591 -1.6175 -1.7780 0.01 0.00 0.03
H 4.6027 -1.7453 4.8010 0.01 0.00 0.02
H 2.9134 -6.8161 -2.0223 0.01 -0.03 -0.01
H -0.6698 -3.3920 -1.5590 0.07 0.02 -0.06
H -1.8052 2.5550 3.0465 0.10 0.09 -0.07
H -7.0450 -0.9722 0.3579 -0.03 -0.02 -0.03
H -1.2906 5.6254 -3.5646 0.02 0.00 -0.02
H 4.9187 2.4990 -2.8169 0.01 0.02 0.00
H 0.7589 2.3995 2.5022 -0.11 -0.06 -0.01
H -0.9584 3.4752 -4.8540 -0.02 0.00 -0.01
H 2.7043 -2.6286 -2.8825 -0.02 0.03 -0.06
H 2.1827 -6.3693 0.3026 -0.01 -0.01 0.02
H 6.0198 2.4229 1.6531 -0.09 -0.08 0.06
H -4.1227 -4.4448 -3.8372 0.00 -0.02 0.02
H 1.4590 1.2258 -0.6549 -0.05 0.05 0.01
H 2.7513 3.0121 -1.7203 -0.03 0.10 0.01
H 5.2055 1.2021 2.4336 0.01 0.01 -0.04
H -3.2060 1.9277 3.9128 -0.03 0.02 0.05
H -0.9128 -0.4715 -4.8428 0.02 -0.01 0.02
H -5.1581 3.0442 1.5415 0.09 0.01 0.02
H -1.4328 -1.8055 -3.7762 0.08 0.03 -0.11
H -1.7034 -4.7099 -3.3275 0.02 0.01 -0.01
H -3.7836 3.5436 0.5060 0.00 -0.01 -0.01
H 5.8870 -1.7949 2.6676 0.04 -0.01 0.00
H -5.5077 0.1696 4.9093 0.01 -0.01 0.00
H 1.7507 -4.0683 1.0355 0.01 -0.01 0.05
H 3.1642 -4.9263 -3.6054 0.00 0.00 -0.05
```
Forces are in eV/Å.

---

> What is the DFT total energy in the first record?

-534.97776 Eh